1.
{"formula": "CHN3O2", "method": "wB97M-V/def2-TZVPD", "e_lumo_ev": 0.65, "charge": 0, "relative_energy_kj_mol": 79.2, "symbols": ["O", "C", "N", "N", "N", "O", "H"], "xyz": [[-1.604, 1.077, -0.551], [-0.563, 0.562, -0.267], [-0.275, -0.684, 0.246], [1.048, -0.846, 0.415], [1.630, 0.192, 0.048], [0.685, 1.113, -0.391], [-0.922, -1.414, 0.499]], "forces_ev_per_angstrom": [[0.4, -0.2, 0.1], [-0.2, 0.0, 0.0], [-0.2, 0.0, 0.0], [0.2, 0.3, -0.1], [-0.1, -0.5, 0.2], [-0.2, 0.2, -0.1], [0.1, 0.1, -0.1]], "lowdin_charge": [0.125, -0.531, 0.106, 0.027, 0.050, 0.057, 0.166]}

---

2.
{"formula": "CHN3O3", "method": "wB97M-V/def2-TZVPD", "e_lumo_ev": -1.82, "charge": 0, "relative_energy_kj_mol": 427.0, "symbols": ["C", "N", "N", "N", "O", "O", "O", "H"], "xyz": [[-0.016, -0.075, 0.664], [0.228, 1.540, 1.168], [-1.237, -0.255, 1.221], [1.095, -0.803, 1.356], [0.619, 2.206, 0.309], [-2.225, -0.302, 0.498], [1.810, -1.341, 0.551], [-0.132, -0.272, -0.488]], "forces_ev_per_angstrom": [[0.8, 0.1, -3.6], [0.4, -0.3, -0.5], [-3.6, -0.9, 2.3], [0.0, -0.3, -1.0], [-0.1, -0.1, 0.1], [1.9, 0.2, 0.2], [-0.5, 0.5, 0.8], [1.1, 0.8, 1.7]], "lowdin_charge": [-0.349, 0.100, -0.073, 0.018, 0.088, 0.021, 0.021, 0.174]}

---

3.
{"formula": "CHN3O3", "method": "wB97M-V/def2-TZVPD", "e_lumo_ev": [-5.20, -5.21], "charge": 0, "relative_energy_kj_mol": 600.0, "symbols": ["C", "N", "N", "N", "O", "O", "O", "H"], "xyz": [[-2.172, -1.329, 0.452], [-1.590, -0.305, 0.216], [1.140, 0.826, 0.640], [1.725, 0.999, -0.557], [-2.811, -2.265, 0.711], [2.739, 1.503, -0.862], [0.878, 0.308, -1.228], [0.092, 0.264, 0.628]], "forces_ev_per_angstrom": [[0.1, 0.2, 0.5], [2.2, 1.6, -0.2], [-0.1, -0.3, -0.3], [-2.4, -1.8, 1.5], [-0.6, -1.2, 0.0], [0.1, 0.4, -0.1], [1.0, 0.5, -1.1], [-0.3, 0.5, -0.4]], "lowdin_charge": [-0.493, 0.117, 0.291, -0.482, 0.145, 0.181, 0.121, 0.122]}

---

4.
{"formula": "CHN3OS", "method": "wB97M-V/def2-TZVPD", "e_lumo_ev": [-1.34, -1.34], "charge": 0, "relative_energy_kj_mol": 348.2, "symbols": ["C", "N", "N", "N", "O", "S", "H"], "xyz": [[1.698, -1.228, -1.303], [2.017, 0.085, -1.351], [1.170, 0.799, -0.717], [0.291, -0.024, -0.081], [0.547, -1.336, -0.561], [2.452, -2.610, -1.915], [-0.624, 0.390, -0.099]], "forces_ev_per_angstrom": [[-0.1, -3.1, 0.0], [0.3, 2.4, -0.2], [0.3, -1.9, 0.2], [2.5, 0.2, -1.1], [-1.0, 0.8, 0.4], [-1.0, 2.2, 0.8], [-1.0, -0.7, -0.1]], "lowdin_charge": [-0.881, 0.036, 0.065, 0.031, -0.035, 0.636, 0.148]}

---

5.
{"formula": "CHN3S", "method": "wB97M-V/def2-TZVPD", "e_lumo_ev": 0.24, "charge": 0, "relative_energy_kj_mol": 40.6, "symbols": ["C", "N", "N", "N", "S", "H"], "xyz": [[0.696, 0.382, 0.095], [-0.193, -0.322, -0.100], [-2.228, -1.291, 0.405], [-2.141, -2.386, 0.328], [2.129, 1.315, 0.038], [1.737, 2.302, -0.766]], "forces_ev_per_angstrom": [[0.5, 0.5, -1.0], [1.1, 0.6, 0.1], [-1.2, -2.4, 0.2], [-0.2, 1.7, 0.1], [0.3, -0.4, 0.8], [-0.5, 0.0, -0.2]], "lowdin_charge": [-0.663, 0.059, -0.053, 0.007, 0.777, -0.127]}

---

6.
{"formula": "CHN4O", "method": "wB97M-V/def2-TZVPD", "e_lumo_ev": 4.86, "charge": -1, "relative_energy_kj_mol": 304.2, "symbols": ["C", "N", "N", "N", "N", "O", "H"], "xyz": [[-1.197, -0.030, -0.099], [0.491, 1.470, -0.128], [1.370, 0.419, 0.001], [-0.776, 1.152, -0.099], [0.836, -0.704, 0.024], [1.231, -1.879, -0.152], [-1.955, -0.428, 0.452]], "forces_ev_per_angstrom": [[4.5, 0.0, -1.6], [0.0, 1.5, 0.3], [0.5, -1.4, -0.9], [0.2, 0.1, 0.2], [-4.3, 0.4, 0.3], [1.1, 0.6, 0.2], [-1.9, -1.1, 1.4]], "lowdin_charge": [-0.029, -0.176, -0.076, -0.186, -0.300, -0.203, -0.030]}

---

7.
{"formula": "CHN4O2", "method": "wB97M-V/def2-TZVPD", "e_lumo_ev": 4.37, "charge": -1, "relative_energy_kj_mol": 355.6, "symbols": ["C", "N", "N", "N", "N", "O", "O", "H"], "xyz": [[0.373, -0.256, 0.106], [0.726, -1.261, -0.675], [-0.810, 0.258, -0.208], [-0.269, -1.282, -1.588], [-1.161, -0.434, -1.327], [0.310, 1.381, 1.660], [1.108, 0.251, 1.168], [-0.276, 1.342, 0.864]], "forces_ev_per_angstrom": [[-0.3, -0.4, 0.3], [0.8, 0.5, 0.1], [0.3, 0.1, -0.4], [0.8, -1.7, -0.4], [-1.0, 1.4, 0.5], [0.9, -0.7, -0.4], [-0.4, -0.2, -0.3], [-1.1, 1.1, 0.4]], "lowdin_charge": [-0.548, 0.003, -0.028, -0.162, -0.135, -0.068, -0.070, 0.008]}

---

8.
{"formula": "CHN4O2", "method": "wB97M-V/def2-TZVPD", "e_lumo_ev": [4.40, 3.03], "charge": -1, "spin_multiplicity": 3, "relative_energy_kj_mol": 58.7, "symbols": ["C", "N", "N", "N", "N", "O", "O", "H"], "xyz": [[0.781, 0.735, -1.842], [-0.368, -0.628, 1.328], [-0.189, 0.023, 0.326], [-1.337, -0.719, 2.140], [0.499, 0.816, -0.189], [-0.125, 1.189, -2.440], [1.856, 0.240, -2.044], [-1.117, -1.656, 2.721]], "forces_ev_per_angstrom": [[1.5, -0.7, 0.1], [5.7, -2.9, 3.8], [-6.9, 0.9, -2.2], [-2.4, -2.3, 1.2], [4.0, 1.7, -0.6], [-2.3, 1.1, -1.0], [0.8, -0.4, 0.2], [-0.4, 2.6, -1.5]], "lowdin_spin": [0.055, 0.288, 0.445, 0.460, 0.626, 0.075, 0.043, 0.008]}

---

9.
{"formula": "CHN4PS", "method": "wB97M-V/def2-TZVPD", "e_lumo_ev": -2.14, "charge": 0, "relative_energy_kj_mol": 59.6, "symbols": ["C", "N", "N", "N", "N", "P", "S", "H"], "xyz": [[0.528, -0.258, 0.726], [0.723, -1.179, -0.293], [1.780, -0.817, -0.884], [2.347, 0.179, -0.260], [1.562, 0.569, 0.781], [3.956, 0.750, -0.585], [4.933, -0.364, 0.598], [-0.103, -0.227, 1.621]], "forces_ev_per_angstrom": [[2.3, 0.1, 0.5], [-1.9, 0.7, 1.1], [1.5, -1.2, -1.7], [-3.2, 0.4, 1.4], [0.4, 0.2, -0.3], [0.9, 0.0, 0.1], [0.4, 0.2, -0.1], [-0.4, -0.4, -1.1]], "lowdin_charge": [-0.193, 0.012, -0.060, -0.543, 0.035, 0.461, 0.182, 0.106]}

---

10.
{"formula": "CHN4S", "method": "wB97M-V/def2-TZVPD", "e_lumo_ev": 3.94, "charge": -1, "relative_energy_kj_mol": 170.1, "symbols": ["C", "N", "N", "N", "N", "S", "H"], "xyz": [[1.840, -0.163, -0.589], [2.442, 0.722, -1.091], [-2.407, 1.486, 0.075], [-1.662, 0.646, 0.329], [-0.975, -0.151, 0.888], [-0.406, -1.646, 0.492], [1.168, -0.894, -0.104]], "forces_ev_per_angstrom": [[3.0, 4.0, -2.1], [-1.7, -2.7, 1.4], [0.7, -0.5, -0.4], [-1.5, 0.9, 0.1], [0.4, 1.5, 1.1], [-0.6, -2.6, -0.3], [-0.2, -0.5, 0.1]], "lowdin_charge": [-0.213, -0.023, 0.066, -0.364, -0.522, 0.284, -0.227]}

---

11.
{"formula": "CHN4S", "method": "wB97M-V/def2-TZVPD", "e_lumo_ev": [3.91, 3.01], "charge": -1, "spin_multiplicity": 3, "relative_energy_kj_mol": 65.6, "symbols": ["C", "N", "N", "N", "N", "S", "H"], "xyz": [[-0.793, -0.187, -0.280], [-1.930, -0.590, -0.301], [1.190, -0.063, 1.319], [-2.956, -1.136, -0.012], [2.006, 0.426, 0.678], [2.908, 1.148, -0.358], [-0.425, 0.402, -1.046]], "forces_ev_per_angstrom": [[2.2, -0.2, 1.4], [-2.9, -1.0, -0.2], [-1.1, -0.6, 0.5], [-0.4, -0.2, 0.2], [-0.3, -0.7, 1.9], [1.5, 1.4, -2.3], [1.0, 1.3, -1.4]], "lowdin_spin": [0.300, 0.256, 0.263, 0.752, 0.242, 0.163, 0.024]}

---

12.
{"formula": "CHN5O2", "method": "wB97M-V/def2-TZVPD", "e_lumo_ev": -1.66, "charge": 0, "relative_energy_kj_mol": 222.8, "symbols": ["C", "H", "N", "N", "N", "N", "N", "O", "O"], "xyz": [[-0.382, 0.086, 0.042], [2.583, -1.060, 0.083], [-1.738, 0.095, -0.055], [0.364, 1.156, -0.212], [1.598, 0.921, -0.159], [1.624, -0.494, -0.007], [0.429, -1.014, 0.317], [-2.082, 1.288, 0.272], [-2.395, -0.977, -0.281]], "forces_ev_per_angstrom": [[5.9, -3.6, 0.4], [-3.1, 1.7, 0.0], [-3.7, 0.7, 1.7], [-1.0, 2.2, 0.0], [0.2, -3.6, -0.8], [1.6, -0.2, 2.1], [-0.1, 2.3, -2.5], [-1.5, -3.7, -1.4], [1.7, 4.0, 0.6]], "lowdin_charge": [-0.341, 0.215, -0.269, 0.054, 0.061, -0.047, 0.167, 0.073, 0.086]}

---

13.
{"formula": "CHNO2PS", "method": "wB97M-V/def2-TZVPD", "e_lumo_ev": 3.35, "charge": -1, "relative_energy_kj_mol": 96.0, "symbols": ["C", "N", "O", "O", "P", "S", "H"], "xyz": [[0.087, 1.864, 0.158], [-0.315, 2.885, 0.497], [1.225, -0.655, -1.542], [-1.087, -0.991, -0.522], [0.489, -0.583, -0.281], [1.133, -1.437, 1.367], [-1.532, -1.083, 0.324]], "forces_ev_per_angstrom": [[0.5, -3.2, -0.5], [-0.3, 1.0, 0.3], [-0.2, 0.6, -0.2], [1.0, 0.8, -0.2], [-0.8, -0.1, 0.8], [-0.3, 0.8, -0.3], [0.0, 0.0, 0.3]], "lowdin_charge": [-0.346, -0.128, -0.415, -0.283, 0.045, 0.096, 0.031]}

---

14.
{"formula": "CHNO2S", "method": "wB97M-V/def2-TZVPD", "e_lumo_ev": [-2.98, -2.98], "charge": 0, "relative_energy_kj_mol": 448.6, "symbols": ["C", "N", "O", "O", "S", "H"], "xyz": [[-2.216, 0.779, -0.094], [-1.697, 1.791, -0.163], [0.092, -0.520, 0.108], [-0.738, -1.532, -0.228], [-2.890, -0.794, 0.150], [0.486, -0.763, 0.911]], "forces_ev_per_angstrom": [[-1.8, -3.1, 0.6], [0.8, 1.7, -0.2], [-1.1, 0.3, -2.8], [-1.9, 1.1, 0.7], [3.2, 0.9, -0.7], [0.7, -0.8, 2.5]], "lowdin_charge": [-0.723, 0.112, -0.060, -0.245, 0.833, 0.083]}

---

15.
{"formula": "CHNO2S", "method": "wB97M-V/def2-TZVPD", "e_lumo_ev": -0.25, "charge": 0, "relative_energy_kj_mol": 454.4, "symbols": ["C", "N", "O", "O", "S", "H"], "xyz": [[-0.193, 1.019, 0.985], [-0.188, -0.109, 0.319], [-0.030, -1.505, 0.146], [0.913, 1.464, -1.500], [-0.377, 1.224, -0.859], [-0.125, -2.094, 0.909]], "forces_ev_per_angstrom": [[0.5, -2.4, 0.9], [-0.8, 1.5, -1.1], [0.1, 1.3, -0.8], [-0.5, 0.4, 0.1], [0.9, -1.8, -0.1], [-0.2, 1.0, 1.0]], "lowdin_charge": [-0.132, -0.391, 0.011, -0.526, 0.921, 0.117]}

---

16.
{"formula": "CHNO2S", "method": "wB97M-V/def2-TZVPD", "e_lumo_ev": -0.54, "charge": 0, "relative_energy_kj_mol": 251.6, "symbols": ["C", "N", "O", "O", "S", "H"], "xyz": [[1.664, 0.110, 0.012], [0.499, 0.318, -0.183], [2.740, 0.329, 0.345], [-0.609, -0.125, -0.785], [-1.961, -0.869, 0.041], [-2.332, 0.238, 0.570]], "forces_ev_per_angstrom": [[-1.7, 0.3, -0.3], [-1.4, 0.3, 1.1], [2.6, -0.3, 0.5], [-0.9, -1.0, -1.4], [2.2, -0.8, -0.7], [-0.8, 1.5, 0.8]], "lowdin_charge": [-0.315, 0.020, 0.177, -0.532, 0.833, -0.183]}

---

17.
{"formula": "CHNO3", "method": "wB97M-V/def2-TZVPD", "e_lumo_ev": [-2.98, -2.99], "charge": 0, "relative_energy_kj_mol": 501.9, "symbols": ["C", "N", "O", "O", "O", "H"], "xyz": [[0.060, 0.864, -0.175], [0.488, -0.032, 0.754], [0.664, 1.820, -0.529], [-0.419, -1.881, -0.185], [0.054, -1.272, 0.803], [-0.848, 0.500, -0.668]], "forces_ev_per_angstrom": [[-1.2, -1.6, -2.7], [0.7, -2.3, 2.9], [0.6, 1.0, 0.4], [-0.4, 0.3, -0.8], [1.0, 2.2, 0.3], [-0.8, 0.4, 0.0]], "lowdin_charge": [-0.348, 0.137, 0.121, 0.022, -0.065, 0.133]}

---

18.
{"formula": "CHNO3", "method": "wB97M-V/def2-TZVPD", "e_lumo_ev": 0.90, "charge": 0, "relative_energy_kj_mol": 505.7, "symbols": ["C", "N", "O", "O", "O", "H"], "xyz": [[0.567, -0.005, 0.495], [0.715, -0.521, -0.643], [-0.673, 0.545, 0.671], [-0.376, -0.488, -1.332], [-1.408, 0.240, -0.492], [1.175, 0.229, 1.301]], "forces_ev_per_angstrom": [[-2.0, 0.5, -1.5], [2.3, -0.5, 1.3], [-0.4, 0.2, 0.6], [-1.6, 0.0, -1.3], [0.1, -0.1, -0.1], [1.6, -0.2, 0.9]], "lowdin_charge": [-0.146, 0.045, -0.012, -0.017, 0.005, 0.126]}

---

19.
{"formula": "CHNO3S", "method": "wB97M-V/def2-TZVPD", "e_lumo_ev": 4.78, "charge": -2, "relative_energy_kj_mol": 140.8, "symbols": ["C", "N", "O", "O", "O", "S", "H"], "xyz": [[2.273, -11.224, -7.474], [2.817, -11.475, -6.476], [5.081, -13.213, -6.668], [1.586, -10.864, -8.387], [4.265, -12.097, -4.491], [4.561, -11.820, -5.869], [-3.136, -0.877, 3.672]], "forces_ev_per_angstrom": [[-2.3, 1.4, -2.6], [1.6, -1.2, 2.2], [-2.2, 5.1, 2.6], [0.6, -0.5, 0.1], [-0.1, -0.2, 1.1], [2.5, -4.7, -3.5], [0.0, 0.0, 0.0]], "lowdin_charge": [-0.496, -0.058, -0.654, 0.032, -0.549, 0.725, -1.000]}

---

20.
{"formula": "CHNO3S", "method": "wB97M-V/def2-TZVPD", "e_lumo_ev": -0.22, "charge": 0, "relative_energy_kj_mol": 321.1, "symbols": ["C", "N", "O", "O", "O", "S", "H"], "xyz": [[-1.550, 0.036, -0.034], [-0.673, 0.795, 0.171], [1.325, -0.815, 1.088], [1.266, -0.902, -1.323], [0.317, 1.508, 0.054], [1.817, -0.281, -0.176], [-2.501, -0.341, 0.220]], "forces_ev_per_angstrom": [[2.1, 2.0, 1.1], [-1.4, -0.7, -1.7], [0.8, 0.5, -0.9], [-0.5, -0.4, -1.4], [-1.0, -0.3, 0.5], [0.4, -0.7, 2.4], [-0.4, -0.5, 0.0]], "lowdin_charge": [0.206, -0.191, -0.442, -0.418, -0.098, 0.858, 0.085]}